C36H57N5O8 in the gas phase at a distorted geometry, computed with the ωB97M-V functional and the def2-TZVPD basis.

Atoms and positions in Å:
C  -1.7191  5.5324  1.5560
H  -2.1536  6.4474  1.1618
H  -2.5012  4.9839  2.0763
H  -1.3550  4.9354  0.7236
C  -0.5614  5.8843  2.4940
C  -1.0805  6.6599  3.7110
H  -1.5006  7.6088  3.3905
H  -1.8554  6.1055  4.2358
H  -0.2628  6.8520  4.4013
C  0.4743  6.7249  1.7430
H  0.0331  7.6547  1.3970
H  1.3106  6.9472  2.3993
H  0.8488  6.1664  0.8898
O  0.1842  4.7312  2.9106
C  -0.4809  3.6570  3.5090
H  -1.3890  3.9605  4.0390
H  0.2225  3.2373  4.2385
C  -0.8352  2.5335  2.5014
C  0.3066  2.2929  1.5743
N  1.1327  1.3012  1.6289
N  1.9679  1.4292  0.5761
C  1.6095  2.4944  -0.0603
O  0.5566  3.0984  0.5266
C  2.1510  2.9862  -1.3552
N  3.2535  2.1577  -1.7653
C  4.4885  2.6900  -1.9791
O  4.7028  3.8775  -2.0269
O  5.3721  1.7026  -2.1647
C  6.7590  2.0013  -2.4607
C  6.8659  2.7786  -3.7723
H  6.3891  3.7496  -3.6719
H  7.9118  2.9225  -4.0284
H  6.3782  2.2277  -4.5738
C  7.3887  2.7813  -1.3072
H  6.9155  3.7544  -1.2108
H  8.4497  2.9203  -1.4948
H  7.2620  2.2345  -0.3753
C  7.4114  0.6252  -2.5969
H  6.9376  0.0660  -3.3993
H  8.4691  0.7354  -2.8164
H  7.2952  0.0663  -1.6724
H  3.1877  1.1703  -1.5723
H  2.5440  4.0063  -1.2512
C  1.0033  2.9834  -2.3991
C  0.2008  1.7147  -2.3101
C  0.6607  0.5331  -2.8707
C  -0.0467  -0.6499  -2.7467
C  -1.2506  -0.6816  -2.0484
C  -1.7075  0.5061  -1.4678
C  -0.9968  1.6780  -1.6034
H  -1.3884  2.5835  -1.1611
H  -2.6280  0.4863  -0.9053
O  -2.0419  -1.7606  -1.8257
C  -2.1091  -2.9090  -2.6814
C  -0.9253  -3.8617  -2.4802
H  -0.0213  -3.5071  -2.9660
H  -1.1706  -4.8341  -2.9000
H  -0.7212  -3.9830  -1.4199
C  -2.2606  -2.5027  -4.1507
H  -2.4277  -3.3892  -4.7566
H  -3.1127  -1.8351  -4.2625
H  -1.3770  -1.9919  -4.5224
C  -3.3955  -3.6046  -2.2177
H  -3.5975  -4.4761  -2.8345
H  -3.2945  -3.9095  -1.1808
H  -4.2333  -2.9161  -2.2923
H  0.3639  -1.5409  -3.1908
H  1.5903  0.5332  -3.4214
H  1.4538  3.0944  -3.3860
H  0.3600  3.8435  -2.2076
N  -1.1447  1.3050  3.1935
C  -2.0159  0.4083  2.6431
O  -2.8099  0.7257  1.7865
C  -1.9093  -0.9736  3.2727
C  -0.6078  -1.6580  2.8165
H  0.2467  -0.9881  2.9223
C  -0.7048  -2.1002  1.3563
N  -1.8526  -2.9587  1.1775
C  -1.6817  -4.2961  1.0991
O  -0.5940  -4.8239  0.9922
O  -2.8647  -4.9484  1.1050
C  -2.9041  -6.3910  1.0380
C  -2.1906  -6.9950  2.2479
H  -2.3025  -8.0756  2.2394
H  -1.1332  -6.7475  2.2168
H  -2.6187  -6.6027  3.1684
C  -4.3981  -6.7188  1.0792
H  -4.8385  -6.3392  1.9976
H  -4.5441  -7.7938  1.0332
H  -4.9041  -6.2543  0.2367
C  -2.2860  -6.8950  -0.2661
H  -2.3800  -7.9762  -0.3189
H  -1.2341  -6.6278  -0.3072
H  -2.7974  -6.4528  -1.1178
C  -3.1045  -2.3050  1.4769
H  -3.9271  -2.9921  1.2853
C  -3.1224  -1.8495  2.9381
H  -4.0394  -1.2901  3.1265
H  -3.1112  -2.7288  3.5863
H  -3.1975  -1.4385  0.8186
H  0.1886  -2.6563  1.0695
H  -0.8138  -1.2306  0.7022
H  -0.4380  -2.5399  3.4382
H  -1.8669  -0.8262  4.3588
H  -0.3949  0.9396  3.7617
H  -1.7148  2.7998  1.9065

Properties
energy	-2281.79413	a.u.
ΔE to the lowest compared entry with this formula, charge and spin	0.0	kcal per mole
charge	0
LUMO level	0.636	eV
largest force on an atom	1.51	eV/Å

=====

9 unconnected molecules or ions with the total composition C36H57N9O12 at a distorted geometry, computed with the ωB97M-V functional and the def2-TZVPD basis.

Atoms and positions in Å:
O  9.9159  10.2874  15.2125
N  10.2037  11.3404  14.6819
O  9.8818  12.4391  15.0897
C  10.9519  11.2100  13.4019
C  11.4789  12.3236  12.7506
C  12.0545  12.1757  11.4971
C  12.0303  10.9624  10.8452
C  11.5321  9.8498  11.4946
C  10.9225  9.9803  12.7328
H  11.4684  13.3235  13.1662
H  12.5383  13.0276  11.0422
H  12.5323  10.8488  9.8883
H  11.4868  8.8968  10.9765
H  10.3767  9.1466  13.1485
O  7.6525  16.4090  9.5018
N  8.7905  16.1979  9.9206
O  9.7397  16.1112  9.1576
C  9.0432  16.2451  11.4243
C  10.2824  15.9003  11.9873
C  10.3777  15.7842  13.3692
C  9.2792  16.0178  14.2179
C  8.0726  16.3784  13.6647
C  7.9772  16.4904  12.2808
H  11.1229  15.6390  11.3511
H  11.3334  15.4617  13.7879
H  9.3632  15.8629  15.2830
H  7.1911  16.5274  14.2699
H  7.0038  16.7678  11.9015
O  10.8955  14.0701  21.1308
N  10.8321  13.3291  20.1697
O  11.7699  13.1385  19.4085
C  9.5223  12.6016  19.9736
C  9.4528  11.5980  18.9999
C  8.2418  10.9354  18.8580
C  7.1954  11.2363  19.7492
C  7.2896  12.1842  20.7720
C  8.4454  12.9494  20.8003
H  10.3037  11.2813  18.4083
H  8.1418  10.1442  18.1169
H  6.2988  10.6226  19.6751
H  6.4880  12.3887  21.4688
H  8.6076  13.6826  21.5798
C  12.9437  9.0270  22.6656
N  12.9207  9.0229  21.1825
C  14.2192  8.6811  20.6071
C  11.7712  9.2163  20.4968
O  11.6073  9.0538  19.3025
H  13.6744  9.7498  23.0286
H  13.2866  8.0250  22.9492
H  11.9764  9.1776  23.1516
H  14.3177  7.5835  20.6474
H  14.2576  8.9426  19.5470
H  15.0459  9.1471  21.1436
H  10.9574  9.5532  21.1685
C  18.4193  10.0952  14.5539
N  18.1227  8.6864  14.3822
C  17.4625  8.0548  15.4972
C  18.3407  8.0851  13.1836
O  18.3888  6.9077  12.8949
H  18.9628  10.2962  15.4833
H  17.4641  10.6489  14.6181
H  18.9931  10.4609  13.7083
H  18.0779  8.2085  16.3909
H  16.4892  8.5399  15.6969
H  17.3196  6.9967  15.3319
H  18.5790  8.8565  12.4272
C  12.8809  6.2602  12.5320
N  13.2996  7.4874  13.1692
C  14.3358  8.2891  12.5260
C  12.8249  7.7496  14.4253
O  12.1586  7.0230  15.1401
H  12.1991  5.7355  13.1953
H  13.7241  5.6181  12.2744
H  12.3302  6.4681  11.5962
H  15.3242  7.8236  12.6420
H  14.1228  8.3466  11.4564
H  14.3419  9.3012  12.9088
H  13.1156  8.7632  14.7522
C  16.1613  13.6454  9.0214
N  15.8670  12.3513  9.6236
C  15.2656  12.4388  10.9524
C  15.8993  11.2565  8.8147
O  15.6543  10.1332  9.1857
H  16.5884  13.5769  8.0204
H  16.8511  14.2351  9.6307
H  15.2309  14.2363  8.9506
H  14.6742  13.3595  10.9796
H  14.6274  11.6007  11.2034
H  16.0481  12.5470  11.7148
H  16.1714  11.4961  7.7723
C  15.5547  16.2782  16.3842
N  16.1573  14.9104  16.2649
C  16.4455  14.4458  14.8941
C  16.4774  14.2326  17.4029
O  17.0183  13.1432  17.4894
H  16.2239  16.9769  15.8663
H  15.4027  16.6252  17.4056
H  14.6052  16.2859  15.8379
H  15.5004  14.4512  14.3382
H  17.1704  15.1090  14.4092
H  16.8392  13.4327  14.9295
H  16.1931  14.8151  18.2973
C  14.2054  11.3864  14.6018
N  13.5640  11.8354  15.8485
C  13.3879  10.8222  16.9072
C  13.0786  13.1016  16.0487
O  13.1033  13.9658  15.1794
H  13.5520  10.7589  14.0021
H  15.1159  10.8451  14.8639
H  14.4673  12.2633  14.0139
H  12.3884  10.3903  16.8408
H  14.0968  9.9897  16.8346
H  13.5017  11.2471  17.9079
H  12.6094  13.2491  17.0337

Properties
energy	-2801.35742	a.u.
ΔE to the lowest compared entry with this formula, charge and spin	0.0	kcal per mole
charge	0
LUMO level	-0.516	eV
largest force on an atom	1.72	eV/Å
SMILES	O=[N+]([O-])c1ccccc1.O=[N+]([O-])c1ccccc1.O=[N+]([O-])c1ccccc1.CN(C)C=O.CN(C)C=O.CN(C)C=O.CN(C)C=O.CN(C)C=O.CN(C)C=O

=====

Number 1: orbital gap 8.88 eV. Number 2: orbital gap 8.71 eV.